Computed, not measured: a 7-piece molecular cluster, C34H59ClFN2O10 overall, with ωB97M-V/def2-TZVPD.

Structure (XYZ):
```
107
C34H59ClFN2O10 (ωB97M-V/def2-TZVPD)
C 5.33055 9.74619 15.55536
C 4.94275 11.23788 15.96854
C 6.13201 11.88093 16.74515
N 5.98103 13.42301 17.04698
C 4.55757 13.83491 17.14315
C 6.55607 14.24852 15.92349
C 7.22598 15.47689 16.52365
C 7.56702 15.18662 17.99503
C 6.92685 13.81991 18.25863
H 4.43345 9.22992 15.21363
H 5.81260 9.16858 16.34410
H 5.98514 9.70808 14.68464
H 3.98578 11.28862 16.48788
H 4.78106 11.80039 15.04900
H 7.10289 11.66338 16.29998
H 6.12789 11.29468 17.66406
H 4.41405 14.84473 17.52757
H 4.08086 13.33512 17.98640
H 3.96615 13.76191 16.23048
H 5.82395 14.56072 15.17875
H 7.31153 13.67025 15.39155
H 6.46579 16.25555 16.46108
H 8.13161 15.74548 15.97978
H 7.24519 16.01629 18.62444
H 8.64691 15.09999 18.11513
H 6.40872 13.65027 19.20248
H 7.73181 13.08786 18.32383
C 10.95603 8.47258 23.71996
C 10.76059 8.21574 22.22896
C 9.33162 7.78579 21.75068
N 9.04039 7.97532 20.23398
C 9.15678 9.50886 19.96226
C 7.66952 7.40858 19.73411
C 7.70720 7.05507 18.26299
C 9.19043 7.07104 17.95277
C 10.02693 7.20446 19.24125
H 10.68432 7.61985 24.34216
H 10.26942 9.26231 24.02491
H 11.96954 8.79237 23.96211
H 11.43509 7.38487 22.02206
H 11.30572 8.99211 21.69213
H 8.48187 8.18001 22.30802
H 9.28804 6.69747 21.79268
H 8.85872 9.61068 18.91876
H 10.20301 9.78252 20.09877
H 8.48729 9.96098 20.69402
H 6.91701 8.14738 20.00981
H 7.45154 6.55729 20.37900
H 7.08365 7.74700 17.69684
H 7.42006 6.01419 18.11394
H 9.33995 7.97425 17.36119
H 9.43147 6.22144 17.31387
H 11.03957 7.59454 19.13872
H 10.19968 6.20570 19.64218
Cl 4.58353 11.09483 20.62946
O 3.97094 10.75753 21.88805
O 3.84393 10.56393 19.50472
O 4.70625 12.54370 20.64967
O 5.93101 10.62025 20.54069
C 4.47171 13.20610 24.32476
O 4.60201 14.55424 24.77762
C 5.68294 15.00695 25.49596
O 6.86272 14.54245 25.41582
O 5.35627 16.03708 26.33893
C 4.16380 16.73953 26.33329
H 4.92122 13.19437 23.33184
H 3.41882 12.96619 24.17653
H 5.02481 12.45365 24.88689
H 3.96272 17.50015 27.08769
H 3.39835 15.97809 26.18359
H 4.02452 17.21592 25.36285
C 5.50715 3.90086 24.78382
O 5.38478 5.14239 24.22338
C 6.01943 5.55614 23.20795
O 6.87430 4.89494 22.62724
O 5.79119 6.92460 22.97104
C 4.85454 7.68210 23.69908
H 6.51591 3.49290 24.84771
H 4.88970 3.24854 24.16631
H 5.23409 3.76365 25.83011
H 4.68412 8.73214 23.46142
H 5.00762 7.54765 24.76987
H 3.95717 7.06957 23.61174
F 3.79081 17.50671 22.79485
C 2.65698 16.79414 22.39836
C 2.75250 15.45833 22.02990
C 1.60258 14.70115 21.63353
C 0.35119 15.39796 21.62971
C 0.28038 16.72902 21.88750
C 1.41397 17.46399 22.31709
H 3.71052 14.99569 21.84397
H 1.59631 13.64316 21.41668
H -0.52774 14.85776 21.31025
H -0.64522 17.28540 21.89712
H 1.24428 18.47508 22.65664
C -1.08261 13.57644 18.71880
C -1.22247 12.28073 19.29753
C -0.23765 11.29878 19.07145
C 0.90358 11.56433 18.28536
C 0.95260 12.80517 17.65807
C -0.01255 13.78121 17.83981
H -1.89045 14.27374 18.88482
H -2.07626 12.06593 19.92306
H -0.46426 10.34395 19.52239
H 1.61758 10.77615 18.09724
H 1.80189 13.17296 17.10142
H 0.11963 14.73766 17.35595
```

E_LUMO (alpha / beta) in eV: -5.752 / -9.871
Net charge: +2
Total energy in eV: -74882.1691
Max |F| in hartree/bohr: 0.109
HOMO (alpha / beta) in eV: -13.4616 / -13.3669
Expectation value of S²: 0.770
2S+1: 2
HOMO-LUMO gap (alpha / beta) in eV: 7.7092 / 3.4963



Computed, not measured: C34H59MoN11O2P as an isolated structure, with ωB97M-V/def2-TZVPD.

Structure (XYZ):
```
108
C34H59MoN11O2P (ωB97M-V/def2-TZVPD)
Mo -0.73892 -1.40052 0.44739
N 2.67639 -2.60341 1.68061
C 3.39990 -1.59073 0.94050
C 4.44933 -2.19617 -0.02606
C 5.24428 -1.27877 -0.95475
C 6.44773 -0.56098 -0.33402
N 6.34223 -0.14621 1.07591
C 5.83790 1.00946 1.49862
N 6.17594 1.46464 2.71388
N 5.01977 1.69912 0.71373
C 2.43826 -0.65049 0.20900
O 2.89167 0.40837 -0.25889
O 1.23244 -1.00774 0.07466
H 3.31050 -3.24901 2.13460
H 2.04642 -3.13107 1.08947
H 3.90387 -0.96490 1.68543
H 3.91247 -2.92252 -0.64251
H 5.14028 -2.78743 0.58622
H 4.57965 -0.56026 -1.42730
H 5.65750 -1.89097 -1.75932
H 6.69459 0.32778 -0.91574
H 7.31957 -1.21338 -0.36133
H 6.82699 -0.70751 1.75569
H 6.96459 1.08931 3.21044
H 5.71284 2.26376 3.10813
H 4.31884 1.15746 0.14628
H 4.69221 2.59195 1.04799
N -1.36742 -0.27987 -0.98600
P -1.11015 1.12281 -1.61653
N -0.09184 2.09113 -0.72253
C -0.37470 2.22814 0.70522
C 0.84827 2.77499 1.42636
C 1.17037 4.19870 0.94777
C 0.75144 4.38918 -0.51787
C 0.84552 3.07261 -1.27577
N -2.54172 1.92136 -1.81976
C -3.83902 1.31463 -1.50206
C -4.81559 2.39902 -1.07371
C -5.06808 3.40307 -2.20795
C -3.81536 3.57480 -3.08204
C -2.55557 3.31448 -2.26900
N -0.36545 1.12980 -3.11361
C -1.21719 0.77568 -4.27189
C -0.92737 -0.63528 -4.76176
C 0.50414 -0.71747 -5.31014
C 1.41997 0.26138 -4.56002
C 0.94932 0.44633 -3.12739
H -0.64191 1.25099 1.11725
H -1.24112 2.88302 0.88253
H 1.67953 2.09601 1.21407
H 0.67639 2.75698 2.50408
H 2.24087 4.39836 1.05795
H 0.65952 4.92992 1.57706
H 1.37487 5.14064 -1.00480
H -0.27805 4.75194 -0.57038
H 1.87121 2.68540 -1.20470
H 0.62881 3.21461 -2.33285
H -3.69635 0.57959 -0.71172
H -4.24182 0.77437 -2.37088
H -4.39729 2.90983 -0.20182
H -5.75124 1.94140 -0.74874
H -5.36892 4.36329 -1.78499
H -5.89897 3.06247 -2.82858
H -3.77942 4.57060 -3.52508
H -3.83580 2.86102 -3.90979
H -2.52082 4.00132 -1.41167
H -1.66194 3.50217 -2.86730
H -1.03136 1.49368 -5.07810
H -2.26194 0.88543 -3.98563
H -1.65331 -0.92164 -5.52444
H -1.05874 -1.31987 -3.91972
H 0.51023 -0.48193 -6.37616
H 0.88092 -1.73758 -5.21253
H 1.42556 1.23525 -5.05652
H 2.45156 -0.09443 -4.55854
H 1.66370 1.03133 -2.55070
H 0.87730 -0.53032 -2.63153
N -3.16736 -0.78475 2.66982
C -3.72947 -1.43241 1.60644
C -5.12176 -1.62694 1.55227
C -5.67584 -2.23276 0.45610
C -4.84965 -2.63697 -0.59611
C -3.50690 -2.39492 -0.48168
N -2.93782 -1.81481 0.59472
H -3.72183 -0.74618 3.50866
H -2.18426 -0.96083 2.82012
H -5.73191 -1.29064 2.37957
H -6.74532 -2.39066 0.40777
H -5.24292 -3.11409 -1.48092
H -2.82629 -2.65155 -1.28256
C 0.59220 -0.91642 4.31831
C -0.11520 -2.24483 4.38692
C -0.24678 -2.88451 5.61236
C -0.89200 -4.10623 5.71851
C -1.41558 -4.70196 4.58260
C -1.31185 -4.09817 3.33636
C -1.90157 -4.77982 2.13088
C -0.65394 -2.85843 3.23966
N -0.56059 -2.21925 2.01319
H 0.20394 -0.23369 5.07694
H 0.48835 -0.45522 3.33797
H 1.66011 -1.04598 4.50293
H 0.16226 -2.41129 6.49797
H -0.98814 -4.59066 6.68118
H -1.91727 -5.65995 4.65804
H -1.67757 -5.84694 2.15014
H -1.51351 -4.36272 1.20475
H -2.98980 -4.67554 2.11135
```

E_LUMO (alpha / beta) in eV: -2.265 / -2.329
Net charge: +1
Total energy in eV: -67845.0670
Max |F| in hartree/bohr: 0.008
HOMO (alpha / beta) in eV: -9.1652 / -9.4146
Expectation value of S²: 2.039
2S+1: 3
HOMO-LUMO gap (alpha / beta) in eV: 6.9002 / 7.0856